Entry from OMol25: a structure of composition C33H32MgN6O2S4 at a distorted geometry (wB97M-V/def2-TZVPD).

Geometry as XYZ:
```
78
C33H32MgN6O2S4 (wB97M-V/def2-TZVPD)
Mg 0.81743 -1.32776 -1.52202
C 1.79431 -4.91516 0.96473
C 1.19365 -3.70116 0.34292
N 1.69322 -3.10681 -0.73027
N 2.89037 -3.61549 -1.17824
C 3.72731 -2.86686 -1.94970
N 4.85767 -3.49948 -2.32121
S 3.44765 -1.20130 -2.35910
C 0.01234 -3.04683 0.81756
C -0.68425 -3.42848 1.96918
C -1.76279 -2.66228 2.35280
C -2.13493 -1.48995 1.65892
C -1.39250 -1.18245 0.55949
N -0.31560 -1.87029 0.20814
H 2.88773 -4.90247 0.84066
H 1.62271 -4.90385 2.03495
H 1.36411 -5.83888 0.52395
H 3.05044 -4.58561 -1.17669
H 5.12942 -4.42417 -2.00166
H 5.52716 -3.02382 -2.91655
H -0.47810 -4.36247 2.50806
H -2.26270 -2.94334 3.24548
H -2.99715 -0.93840 1.97092
H -1.68226 -0.44817 -0.19367
S 0.92780 1.23313 -1.59907
C 1.04912 2.06026 -0.06339
N 0.23698 3.15797 0.12940
C 0.24963 3.93544 1.39502
C 1.63900 3.87254 2.06061
N 2.13389 2.48481 2.11887
C 2.84669 2.00084 3.29260
C 1.95484 1.26438 4.23476
C 1.67836 1.71789 5.55098
C 0.84771 0.95472 6.40958
C 0.35564 -0.31981 5.92778
C 0.73003 -0.77719 4.66768
C 1.51879 -0.00317 3.83004
C 2.10759 1.73904 0.92904
S 3.23948 0.57685 0.53859
C -0.77283 3.60907 -0.84856
C -2.19564 3.07519 -0.56001
C -3.13794 3.86702 0.14395
C -4.16957 3.15739 0.75640
C -4.35232 1.79988 0.46910
C -3.58923 1.16524 -0.52272
C -2.43941 1.77707 -1.01259
H -0.43579 3.53234 2.11634
H -0.01909 4.95984 1.18746
H 1.63329 4.31693 3.03462
H 2.40029 4.43882 1.45703
H 3.30093 2.84476 3.83282
H 3.68344 1.35716 2.95434
H 2.04454 2.70061 5.78962
H 0.48559 1.24128 7.39984
H -0.19916 -0.99802 6.55468
H 0.27278 -1.67432 4.31234
H 1.73975 -0.36696 2.82529
H -0.39619 3.34370 -1.83529
H -0.71924 4.70871 -0.76497
H -3.04323 4.93574 0.24766
H -4.84676 3.62387 1.48783
H -5.18938 1.25228 0.83677
H -3.80950 0.19903 -0.89448
H -1.74896 1.36653 -1.71971
O -2.72787 -1.22912 -2.96049
C -1.61348 -1.28700 -3.48724
O -0.50417 -1.62755 -2.89246
C -1.60879 -0.93185 -4.94044
C -2.84062 -1.00995 -5.59794
C -2.85098 -0.74102 -6.93961
C -1.69027 -0.23737 -7.57083
C -0.46309 -0.18321 -6.92691
C -0.39155 -0.48035 -5.54271
S 1.17940 -0.35802 -4.81301
H -3.74470 -1.25539 -5.03760
H -3.77261 -0.79809 -7.55013
H -1.74161 0.11008 -8.59965
H 0.45314 0.18342 -7.45990
```

Summary:
**Calculated total energy**: -96561.8985 eV
**ΔE to the lowest compared entry with this formula, charge and spin**: 39.2 kcal per mole
**Total charge**: 0
**LUMO level (alpha / beta)**: -0.061 / -0.061 hartree
**Frontier orbital gap (alpha / beta)**: 3.126 / 3.127 eV
**E_HOMO (alpha / beta)**: -4.80 / -4.80 eV

---

Entry from OMol25: a structure of composition C36H58FeN6O4PS (wB97M-V/def2-TZVPD).

Geometry as XYZ:
```
107
C36H58FeN6O4PS (wB97M-V/def2-TZVPD)
Fe 0.29394 -0.94438 1.50312
C 1.45043 -2.38693 3.72933
C 2.17896 -3.30869 2.76705
C 2.69121 -2.73056 1.46962
C 3.83382 -3.29421 0.91616
C 4.28400 -2.88528 -0.32431
C 3.57739 -1.89977 -0.99277
C 2.46553 -1.35804 -0.38427
N 2.02854 -1.75524 0.82471
N 0.12499 -1.89185 3.27458
C -0.90093 -2.95906 3.19280
C -0.80533 -3.65031 1.87599
C -1.19191 -4.96445 1.68610
C -1.01431 -5.53243 0.43621
C -0.43017 -4.77182 -0.56576
C -0.08149 -3.46552 -0.29663
N -0.29001 -2.89564 0.90042
C -0.36974 -0.89993 4.26462
C -1.43923 -0.09360 3.59954
C -2.44941 0.55471 4.28079
C -3.34500 1.33228 3.55804
C -3.18443 1.43932 2.18680
C -2.15529 0.75273 1.57368
N -1.30977 -0.01696 2.26611
H 2.05487 -1.50164 3.92100
H 1.30566 -2.91325 4.67767
H 1.57857 -4.19425 2.53651
H 3.04403 -3.68711 3.31394
H 4.35749 -4.06650 1.46347
H 5.16744 -3.33165 -0.76145
H 3.87544 -1.54579 -1.96931
H 1.88309 -0.58100 -0.85788
H -1.88036 -2.48375 3.27542
H -0.79159 -3.64928 4.03262
H -1.60996 -5.53065 2.50749
H -1.30735 -6.55751 0.25284
H -0.24900 -5.17906 -1.54990
H 0.36352 -2.84143 -1.05655
H 0.45602 -0.24883 4.54150
H -0.73689 -1.41055 5.15829
H -2.52954 0.45429 5.35455
H -4.15069 1.84933 4.06182
H -3.84642 2.04794 1.58716
H -1.97455 0.80672 0.51132
C -0.65306 1.25867 -6.05277
C -0.83878 -0.10317 -5.39258
C -0.01829 -0.29331 -4.11794
C -0.26408 0.76619 -3.05037
N -1.67953 0.93150 -2.71588
C -2.37332 0.12882 -1.90588
S -1.68035 -1.17066 -1.04503
N -3.68798 0.36306 -1.77579
C -4.47466 1.30107 -2.57157
C -4.70008 0.88902 -4.02567
C -5.39275 -0.46510 -4.20529
C -4.45182 -1.66784 -4.18581
H -1.18521 1.30831 -7.00208
H 0.40123 1.45926 -6.25476
H -1.02820 2.07813 -5.43331
H -0.56248 -0.88707 -6.09975
H -1.89772 -0.26770 -5.16801
H 1.04905 -0.26964 -4.36078
H -0.23355 -1.27560 -3.69072
H 0.08109 1.74285 -3.39244
H 0.26570 0.53102 -2.12916
H -2.20024 1.59007 -3.27542
H -4.17490 -0.34101 -1.24666
H -4.01012 2.29025 -2.51521
H -5.43823 1.38984 -2.06908
H -3.75444 0.88693 -4.57905
H -5.31044 1.67770 -4.47160
H -5.91749 -0.45627 -5.16154
H -6.16980 -0.57831 -3.44161
H -3.69269 -1.57192 -4.96588
H -5.00294 -2.58796 -4.38078
H -3.93313 -1.79057 -3.23373
C 4.61053 0.28643 2.08398
C 4.18702 1.66038 1.59478
C 5.17377 2.22196 0.59184
C 3.95306 2.61424 2.75238
O 2.93259 1.47734 0.80720
P 1.47763 1.32944 1.33732
O 0.60929 0.67392 0.27225
O 1.37209 0.32431 2.50589
O 0.95756 2.70260 1.83880
C 0.62365 3.92604 1.05300
C 1.64182 4.14034 -0.05159
C 0.66416 5.04032 2.07779
C -0.77119 3.73461 0.48544
H 5.57151 0.36836 2.59300
H 4.72372 -0.40177 1.24478
H 3.88066 -0.11735 2.78644
H 6.14739 2.34651 1.06601
H 4.84520 3.19235 0.22151
H 5.28486 1.54487 -0.25514
H 4.89397 2.74673 3.28713
H 3.21733 2.22242 3.45690
H 3.61933 3.59247 2.40610
H 2.65252 4.22155 0.34741
H 1.40400 5.07450 -0.56118
H 1.61850 3.33569 -0.78932
H 1.66630 5.14951 2.49202
H -0.02955 4.83693 2.89299
H 0.38147 5.98205 1.60705
H -0.80722 2.87137 -0.18045
H -1.04994 4.62412 -0.08138
H -1.49441 3.60075 1.29075
```

Summary:
**Calculated total energy**: -109909.7233 eV
**ΔE to the lowest compared entry with this formula, charge and spin**: 9.7 kcal per mole
**Multiplicity**: 2
**Total charge**: +2
**LUMO level (alpha / beta)**: -0.210 / -0.215 hartree
**Frontier orbital gap (alpha / beta)**: 7.221 / 7.106 eV
**E_HOMO (alpha / beta)**: -12.95 / -12.94 eV

---

Entry from OMol25: a structure of composition C3H4HgO3 at a distorted geometry (wB97M-V/def2-TZVPD).

Geometry as XYZ:
```
11
C3H4HgO3 (wB97M-V/def2-TZVPD)
O -0.81808 -1.17491 0.33267
C -0.23521 -0.36840 1.17087
C -0.78768 0.16207 2.28406
H 0.56794 0.30940 0.65893
H -1.56295 -0.38095 2.83095
H -0.74656 1.24583 2.41495
O 1.39368 -0.82661 -1.90732
C 1.08653 0.40461 -1.91394
O -0.12536 0.73489 -2.09743
Hg -0.64826 -1.24800 -1.61195
H 1.87596 1.14208 -2.16178
```

Summary:
**Calculated total energy**: -13490.4731 eV
**ΔE to the lowest compared entry with this formula, charge and spin**: 62.0 kcal per mole
**Multiplicity**: 2
**Total charge**: -1
**LUMO level (alpha / beta)**: 0.153 / 0.129 hartree
**Frontier orbital gap (alpha / beta)**: 6.688 / 7.209 eV
**E_HOMO (alpha / beta)**: -2.52 / -3.70 eV

---

Entry from OMol25: a cluster of 5 separate species, C13H26IO20PS4 in total at a distorted geometry (wB97M-V/def2-TZVPD).

Geometry as XYZ:
```
65
C13H26IO20PS4 (wB97M-V/def2-TZVPD)
C 1.54298 0.56270 -2.24564
C 1.88186 1.84296 -2.34616
O 1.00033 2.87043 -1.97197
P 0.02912 3.47499 -3.08820
O 0.62114 4.65955 -3.70009
O -0.14678 2.31705 -4.15620
O -1.35539 3.90251 -2.42102
C -2.36250 2.97525 -2.01356
I -1.72725 1.59994 -0.47608
C -3.11366 2.31446 -3.19357
C -2.94278 0.81219 -3.39517
H 2.28916 -0.20659 -2.14756
H 0.50242 0.28615 -2.29948
H 2.84239 2.14896 -2.72569
H -0.51566 2.67412 -4.96855
H -3.10278 3.56779 -1.50009
H -4.16621 2.55859 -3.12979
H -2.71250 2.79071 -4.08262
H -3.23921 0.58651 -4.41899
H -1.91820 0.47993 -3.30546
H -3.60691 0.23781 -2.76286
O -4.54581 3.11717 4.36410
S -3.58077 3.53378 3.41484
O -3.91872 3.79303 2.06290
O -2.35294 2.50298 3.46158
C -1.13208 3.20773 3.75123
C -1.56414 4.39216 4.58235
O -2.80386 4.80849 3.98731
H -0.68527 3.52528 2.80586
H -0.43862 2.56377 4.27922
H -0.84530 5.20542 4.55975
H -1.75616 4.10468 5.61798
O -0.43165 0.98351 8.17532
S 0.15783 0.84060 6.89773
O 0.51529 1.96777 6.11240
O -0.75359 -0.13240 6.01895
C 0.01957 -1.25313 5.55243
C 1.07758 -1.44640 6.61632
O 1.43721 -0.11062 7.00334
H 0.46266 -0.99344 4.59011
H -0.61913 -2.12318 5.43352
H 1.94904 -1.97828 6.24694
H 0.67846 -1.96079 7.49300
O 1.70213 -2.25892 2.78080
S 2.19994 -2.36040 1.45420
O 3.34170 -1.63847 1.03453
O 0.99368 -2.08833 0.44594
C 0.81671 -3.21161 -0.43607
C 1.28973 -4.40024 0.36844
O 2.42388 -3.90515 1.09868
H 1.43147 -3.05368 -1.31649
H -0.22343 -3.29493 -0.73368
H 1.57810 -5.24046 -0.25573
H 0.53489 -4.72359 1.08850
O -0.38535 -3.61236 -5.53815
S 0.72613 -3.72408 -4.67243
O 0.56251 -3.84417 -3.26722
O 1.73198 -2.52082 -4.97988
C 3.02855 -3.03053 -5.32359
C 2.74923 -4.37968 -5.95058
O 1.67074 -4.91513 -5.16800
H 3.61477 -3.12808 -4.40774
H 3.52948 -2.34764 -6.00333
H 3.60604 -5.04552 -5.91397
H 2.40796 -4.28032 -6.98264
```

Summary:
**Calculated total energy**: -115580.8800 eV
**Structure (SMILES)**: C=CO[P@@](=O)(O)O[C@H](I)CC.O=S1(=O)OCCO1.O=S1(=O)OCCO1.O=S1(=O)OCCO1.O=S1(=O)OCCO1
**Total charge**: 0
**LUMO level**: 0.001 hartree
**Frontier orbital gap**: 9.428 eV
**E_HOMO**: -9.39 eV